This record from OMol25 describes C10H37FeO9 as an isolated structure in a non-equilibrium geometry. The level of theory is the ωB97M-V functional and the def2-TZVPD basis.

```
57
C10H37FeO9 | OMol25 | the ωB97M-V functional and the def2-TZVPD basis
Fe 2.09 3.23 -2.03
C -0.71 1.40 0.09
C 0.81 1.26 -0.05
O 1.56 2.38 -0.42
H -0.93 2.19 0.81
H -1.17 0.45 0.33
H -1.20 1.73 -0.83
H 1.02 0.48 -0.79
H 1.08 0.88 0.94
C 2.28 -2.69 -0.10
C 3.43 -3.36 -0.84
O 3.19 -4.75 -1.04
H 1.41 -2.55 -0.73
H 2.70 -1.68 0.07
H 2.06 -3.12 0.88
H 4.39 -3.19 -0.35
H 3.56 -2.86 -1.81
H 2.67 -4.89 -1.84
C -2.37 1.96 4.92
C -1.24 2.49 4.02
O -0.77 3.70 4.61
H -2.83 1.07 4.48
H -3.23 2.64 4.95
H -2.01 1.76 5.93
H -1.78 2.61 3.08
H -0.43 1.77 4.02
H -1.56 4.21 4.84
C -2.37 -3.21 0.09
C -3.55 -4.04 0.57
O -3.74 -3.79 1.96
H -1.92 -3.71 -0.78
H -1.59 -3.26 0.84
H -2.65 -2.18 -0.13
H -3.26 -5.08 0.40
H -4.51 -3.82 0.09
H -4.61 -4.06 2.26
C -2.61 -0.60 -3.80
C -1.37 -0.15 -3.05
O -0.21 -0.33 -3.94
H -2.82 0.02 -4.67
H -3.40 -0.51 -3.04
H -2.61 -1.66 -4.01
H -1.11 -0.86 -2.26
H -1.41 0.85 -2.62
H -0.50 0.03 -4.79
O 1.53 1.70 -3.33
H 1.72 1.86 -4.27
H 0.97 0.88 -3.34
O 4.01 2.04 1.45
H 4.11 3.00 1.38
H 3.08 1.88 1.26
O 4.09 2.40 -1.79
H 4.96 2.18 -2.14
H 4.03 1.93 -0.93
O 1.27 4.18 1.79
H 1.23 3.66 2.59
H 1.21 3.54 1.06
```

Calculated values
* relative energy (zero: lowest compared OMol25 entry of this formula, charge and spin): 0.0 kcal per mole
* DFT total energy: -63776.2124 eV
* total charge: +1
* Kohn-Sham gap (alpha / beta): 0.258 / 0.254 Eh
* spin multiplicity: 5

Results of the Löwdin charge analysis, in e, for atoms 1 through 4: number 1, Fe, carries 1.0903; number 2, C, carries -0.0657; number 3, C, carries -0.3560; number 4, O, carries -0.3688

=====

This record from OMol25 describes C10H37Ca2O15PS as an isolated structure in a non-equilibrium geometry. The level of theory is the ωB97M-V functional and the def2-TZVPD basis.

```
66
C10H37Ca2O15PS | OMol25 | the ωB97M-V functional and the def2-TZVPD basis
Ca 0.28 -2.84 1.00
Ca -3.66 0.23 1.98
S -1.44 0.17 0.15
O -0.60 -0.98 0.31
O -1.66 0.94 1.36
O -1.10 0.96 -0.97
O -2.81 -0.31 -0.06
C -3.20 2.06 -3.53
O -3.17 2.11 -2.13
H -3.12 1.02 -3.83
H -4.13 2.46 -3.93
H -2.33 2.60 -3.90
H -2.47 1.59 -1.72
C 2.07 -3.66 -1.90
O 1.09 -2.90 -1.22
H 2.77 -2.91 -2.27
H 2.58 -4.38 -1.26
H 1.65 -4.19 -2.76
H 0.84 -2.16 -1.79
C -0.73 -0.92 -3.83
O 0.07 -0.79 -2.68
H -0.18 -1.51 -4.56
H -1.57 -1.59 -3.63
H -1.08 0.03 -4.24
H -0.37 -0.20 -2.07
C -2.31 0.80 5.32
O -2.40 0.14 4.07
H -3.04 1.61 5.29
H -2.59 0.18 6.18
H -1.33 1.16 5.62
H -2.13 -0.76 4.22
C 0.29 3.64 -1.08
O 0.20 2.74 -2.14
H -0.63 3.84 -0.55
H 0.99 3.23 -0.36
H 0.63 4.59 -1.52
H -0.24 1.95 -1.82
C -0.06 3.06 3.70
O -0.15 3.02 2.30
H 0.15 2.10 4.17
H 0.62 3.85 4.01
H -1.00 3.44 4.11
H -0.80 2.39 1.97
C -4.07 -3.05 -0.71
O -3.69 -2.11 -1.68
H -4.91 -2.65 -0.15
H -4.35 -4.00 -1.16
H -3.24 -3.20 -0.01
H -3.23 -1.37 -1.28
C 2.41 1.18 1.98
O 3.53 0.40 1.88
P 3.53 -0.94 0.95
O 2.34 -1.77 1.09
O 4.94 -1.61 1.28
C 5.41 -2.86 0.74
O 3.79 -0.36 -0.57
C 2.84 0.36 -1.32
H 2.48 2.04 1.32
H 2.21 1.47 3.01
H 1.55 0.60 1.64
H 4.70 -3.35 0.07
H 5.87 -3.52 1.47
H 6.25 -2.73 0.05
H 1.87 0.50 -0.83
H 2.67 -0.25 -2.21
H 3.14 1.37 -1.58
```

Calculated values
* relative energy (zero: lowest compared OMol25 entry of this formula, charge and spin): 53.9 kcal per mole
* DFT total energy: -98673.3749 eV
* total charge: +2
* Kohn-Sham gap: 0.208 Eh
* spin multiplicity: 1

Results of the Löwdin charge analysis, in e, for atoms 1 through 4: number 1, Ca, carries 1.6728; number 2, Ca, carries 1.7234; number 3, S, carries 0.2619; number 4, O, carries -0.4532

=====

This record from OMol25 describes C13H21MoN6OS2 as an isolated structure. The level of theory is the ωB97M-V functional and the def2-TZVPD basis.

```
44
C13H21MoN6OS2 | OMol25 | the ωB97M-V functional and the def2-TZVPD basis
Mo 0.18 0.48 0.48
C 4.40 0.70 0.49
C 4.16 1.70 1.62
C 2.79 1.35 2.13
O 2.05 0.88 0.85
C 3.09 0.70 -0.25
H 4.63 -0.30 0.88
H 5.21 1.00 -0.17
H 4.19 2.72 1.25
H 4.89 1.60 2.42
H 2.21 2.18 2.53
H 2.76 0.48 2.79
H 2.97 1.56 -0.91
H 2.84 -0.23 -0.76
S -0.83 -0.64 2.26
C -0.60 0.98 2.60
N -0.23 2.07 2.36
N -3.29 4.60 -0.48
C -2.47 3.66 -0.95
C -1.83 2.73 -0.10
N -1.02 1.80 -0.62
C -0.82 1.75 -1.96
C -1.47 2.68 -2.77
N -2.28 3.60 -2.28
H -3.46 4.73 0.50
H -3.72 5.24 -1.13
H -1.96 2.77 0.97
H -0.20 0.97 -2.38
H -1.34 2.65 -3.84
C -2.34 -2.77 -1.96
N -1.61 -3.27 -0.80
C -2.06 -4.50 -0.10
C -0.95 -4.73 0.95
N -0.15 -3.49 0.83
C -0.54 -2.79 -0.23
S 0.41 -1.42 -0.85
H -2.28 -3.50 -2.76
H -1.89 -1.83 -2.30
H -3.38 -2.61 -1.69
H -2.15 -5.31 -0.81
H -3.03 -4.31 0.35
H -0.33 -5.59 0.71
H -1.34 -4.85 1.96
H 0.79 -3.43 1.18
```

Calculated values
* relative energy (zero: lowest compared OMol25 entry of this formula, charge and spin): 6.9 kcal per mole
* DFT total energy: -48308.0910 eV
* total charge: +3
* Kohn-Sham gap (alpha / beta): 0.217 / 0.207 Eh
* spin multiplicity: 3

Results of the Löwdin charge analysis, in e, for atoms 1 through 4: number 1, Mo, carries 1.2708; number 2, C, carries -0.1197; number 3, C, carries -0.1214; number 4, C, carries -0.0492

=====

This record from OMol25 describes C31H27N8O3STi as an isolated structure. The level of theory is the ωB97M-V functional and the def2-TZVPD basis.

```
71
C31H27N8O3STi | OMol25 | the ωB97M-V functional and the def2-TZVPD basis
Ti 0.97 0.00 -0.72
C 3.49 -1.46 0.22
N 3.14 -0.04 -0.10
C 3.42 0.94 0.99
C 2.13 1.43 1.57
N 0.95 1.02 1.12
C 0.00 1.55 2.00
C -1.38 1.38 2.09
C -2.03 2.03 3.11
C -1.35 2.84 4.04
C 0.02 3.01 3.97
C 0.67 2.34 2.94
N 2.02 2.24 2.62
C 2.28 -2.17 0.73
N 1.06 -1.68 0.55
C 0.19 -2.59 1.16
C -1.19 -2.54 1.37
C -1.76 -3.59 2.06
C -0.99 -4.67 2.53
C 0.38 -4.72 2.36
C 0.94 -3.65 1.67
N 2.27 -3.34 1.37
H 4.31 -1.50 0.94
H 3.83 -1.93 -0.70
H 3.71 0.20 -0.89
H 4.01 1.77 0.58
H 4.03 0.48 1.77
H -1.93 0.75 1.40
H -3.10 1.92 3.22
H -1.91 3.33 4.82
H 0.55 3.61 4.69
H 2.79 2.64 3.15
H -1.79 -1.71 1.03
H -2.82 -3.59 2.25
H -1.48 -5.47 3.07
H 0.97 -5.53 2.74
H 3.08 -3.89 1.63
S -3.41 0.92 -1.86
C -2.70 2.42 -1.38
C -3.30 3.68 -1.39
C -2.54 4.75 -0.98
C -1.21 4.57 -0.57
C -0.62 3.32 -0.55
C -1.38 2.22 -0.97
N -0.97 0.88 -1.07
C -1.97 0.11 -1.53
C -1.86 -1.34 -1.77
C -2.95 -2.20 -1.64
C -2.79 -3.55 -1.90
C -1.56 -4.07 -2.28
C -0.46 -3.23 -2.43
C -0.64 -1.89 -2.18
H -4.33 3.81 -1.71
H -2.97 5.74 -0.99
H -0.64 5.43 -0.24
H 0.38 3.21 -0.16
H -3.91 -1.82 -1.33
H -3.64 -4.21 -1.80
H -1.46 -5.13 -2.48
H 0.50 -3.61 -2.77
N 1.71 1.72 -1.97
C 1.91 1.39 -3.41
C 0.62 0.91 -4.03
O -0.02 1.48 -4.83
O 0.17 -0.39 -3.68
H 1.02 2.48 -1.91
H 2.58 2.14 -1.63
H 2.68 0.63 -3.50
H 2.20 2.28 -3.97
O 1.67 -1.17 -2.08
N 0.40 -0.91 -2.40
```

Calculated values
* relative energy (zero: lowest compared OMol25 entry of this formula, charge and spin): 0.0 kcal per mole
* DFT total energy: -84577.5651 eV
* total charge: +3
* Kohn-Sham gap: 0.242 Eh
* spin multiplicity: 1

Results of the Löwdin charge analysis, in e, for atoms 1 through 4: number 1, Ti, carries 1.1887; number 2, C, carries -0.0524; number 3, N, carries -0.0929; number 4, C, carries -0.0513

=====

Please write out number 1 again, unchanged.
This record from OMol25 describes C10H37FeO9 as an isolated structure in a non-equilibrium geometry. The level of theory is the ωB97M-V functional and the def2-TZVPD basis.

```
57
C10H37FeO9 | OMol25 | the ωB97M-V functional and the def2-TZVPD basis
Fe 2.09 3.23 -2.03
C -0.71 1.40 0.09
C 0.81 1.26 -0.05
O 1.56 2.38 -0.42
H -0.93 2.19 0.81
H -1.17 0.45 0.33
H -1.20 1.73 -0.83
H 1.02 0.48 -0.79
H 1.08 0.88 0.94
C 2.28 -2.69 -0.10
C 3.43 -3.36 -0.84
O 3.19 -4.75 -1.04
H 1.41 -2.55 -0.73
H 2.70 -1.68 0.07
H 2.06 -3.12 0.88
H 4.39 -3.19 -0.35
H 3.56 -2.86 -1.81
H 2.67 -4.89 -1.84
C -2.37 1.96 4.92
C -1.24 2.49 4.02
O -0.77 3.70 4.61
H -2.83 1.07 4.48
H -3.23 2.64 4.95
H -2.01 1.76 5.93
H -1.78 2.61 3.08
H -0.43 1.77 4.02
H -1.56 4.21 4.84
C -2.37 -3.21 0.09
C -3.55 -4.04 0.57
O -3.74 -3.79 1.96
H -1.92 -3.71 -0.78
H -1.59 -3.26 0.84
H -2.65 -2.18 -0.13
H -3.26 -5.08 0.40
H -4.51 -3.82 0.09
H -4.61 -4.06 2.26
C -2.61 -0.60 -3.80
C -1.37 -0.15 -3.05
O -0.21 -0.33 -3.94
H -2.82 0.02 -4.67
H -3.40 -0.51 -3.04
H -2.61 -1.66 -4.01
H -1.11 -0.86 -2.26
H -1.41 0.85 -2.62
H -0.50 0.03 -4.79
O 1.53 1.70 -3.33
H 1.72 1.86 -4.27
H 0.97 0.88 -3.34
O 4.01 2.04 1.45
H 4.11 3.00 1.38
H 3.08 1.88 1.26
O 4.09 2.40 -1.79
H 4.96 2.18 -2.14
H 4.03 1.93 -0.93
O 1.27 4.18 1.79
H 1.23 3.66 2.59
H 1.21 3.54 1.06
```

Calculated values
* relative energy (zero: lowest compared OMol25 entry of this formula, charge and spin): 0.0 kcal per mole
* DFT total energy: -63776.2124 eV
* total charge: +1
* Kohn-Sham gap (alpha / beta): 0.258 / 0.254 Eh
* spin multiplicity: 5

Results of the Löwdin charge analysis, in e, for atoms 1 through 4: number 1, Fe, carries 1.0903; number 2, C, carries -0.0657; number 3, C, carries -0.3560; number 4, O, carries -0.3688

=====

Look up the total charge of the fourth one. +3

=====

Repeat the fourth record exactly.
This record from OMol25 describes C31H27N8O3STi as an isolated structure. The level of theory is the ωB97M-V functional and the def2-TZVPD basis.

```
71
C31H27N8O3STi | OMol25 | the ωB97M-V functional and the def2-TZVPD basis
Ti 0.97 0.00 -0.72
C 3.49 -1.46 0.22
N 3.14 -0.04 -0.10
C 3.42 0.94 0.99
C 2.13 1.43 1.57
N 0.95 1.02 1.12
C 0.00 1.55 2.00
C -1.38 1.38 2.09
C -2.03 2.03 3.11
C -1.35 2.84 4.04
C 0.02 3.01 3.97
C 0.67 2.34 2.94
N 2.02 2.24 2.62
C 2.28 -2.17 0.73
N 1.06 -1.68 0.55
C 0.19 -2.59 1.16
C -1.19 -2.54 1.37
C -1.76 -3.59 2.06
C -0.99 -4.67 2.53
C 0.38 -4.72 2.36
C 0.94 -3.65 1.67
N 2.27 -3.34 1.37
H 4.31 -1.50 0.94
H 3.83 -1.93 -0.70
H 3.71 0.20 -0.89
H 4.01 1.77 0.58
H 4.03 0.48 1.77
H -1.93 0.75 1.40
H -3.10 1.92 3.22
H -1.91 3.33 4.82
H 0.55 3.61 4.69
H 2.79 2.64 3.15
H -1.79 -1.71 1.03
H -2.82 -3.59 2.25
H -1.48 -5.47 3.07
H 0.97 -5.53 2.74
H 3.08 -3.89 1.63
S -3.41 0.92 -1.86
C -2.70 2.42 -1.38
C -3.30 3.68 -1.39
C -2.54 4.75 -0.98
C -1.21 4.57 -0.57
C -0.62 3.32 -0.55
C -1.38 2.22 -0.97
N -0.97 0.88 -1.07
C -1.97 0.11 -1.53
C -1.86 -1.34 -1.77
C -2.95 -2.20 -1.64
C -2.79 -3.55 -1.90
C -1.56 -4.07 -2.28
C -0.46 -3.23 -2.43
C -0.64 -1.89 -2.18
H -4.33 3.81 -1.71
H -2.97 5.74 -0.99
H -0.64 5.43 -0.24
H 0.38 3.21 -0.16
H -3.91 -1.82 -1.33
H -3.64 -4.21 -1.80
H -1.46 -5.13 -2.48
H 0.50 -3.61 -2.77
N 1.71 1.72 -1.97
C 1.91 1.39 -3.41
C 0.62 0.91 -4.03
O -0.02 1.48 -4.83
O 0.17 -0.39 -3.68
H 1.02 2.48 -1.91
H 2.58 2.14 -1.63
H 2.68 0.63 -3.50
H 2.20 2.28 -3.97
O 1.67 -1.17 -2.08
N 0.40 -0.91 -2.40
```

Calculated values
* relative energy (zero: lowest compared OMol25 entry of this formula, charge and spin): 0.0 kcal per mole
* DFT total energy: -84577.5651 eV
* total charge: +3
* Kohn-Sham gap: 0.242 Eh
* spin multiplicity: 1

Results of the Löwdin charge analysis, in e, for atoms 1 through 4: number 1, Ti, carries 1.1887; number 2, C, carries -0.0524; number 3, N, carries -0.0929; number 4, C, carries -0.0513

=====

Number 1 is which compound? C10H37FeO9